Molecular formula: C18H41N8O17P
Method: DFT, ωB97M-V/def2-TZVPD

Summary:
- highest occupied orbital energy (eV) = -8.89
- frontier orbital gap (eV) = 8.63

Geometry as XYZ:
```
85
Properties=species:S:1:pos:R:3:forces:R:3
C -0.1176 -2.2219 -0.2387 -0.1709 0.3648 -0.1247
C -0.4449 -1.5084 -1.3344 0.2880 -0.1704 0.0798
C 0.0287 -0.0376 -1.5800 -1.7465 -0.6651 0.4671
N 0.4106 0.5336 -0.2960 0.5754 0.8261 -0.2921
C -1.1771 0.6922 -2.2478 -0.3586 -0.3476 0.1938
C -2.2064 1.1881 -1.2149 -0.6506 -0.4863 0.5244
P -3.9059 1.2792 -1.8928 1.7613 1.3594 -0.5902
O -3.9620 2.4478 -2.7902 -0.5415 -0.2620 -0.1047
O -4.1592 -0.1019 -2.7287 -0.5319 0.5515 1.7021
C -5.1475 -1.0027 -2.1945 -0.7996 -1.0503 -0.6830
C -6.5524 -0.7212 -2.8004 0.5203 -0.2814 -0.0487
O -4.8411 1.4248 -0.5818 0.2922 -0.8494 -1.4383
C -6.1612 1.9600 -0.8274 -1.2545 0.3652 1.3852
C -6.4438 2.9677 0.3151 0.6460 -0.2115 -0.1863
C 1.2463 -0.0710 -2.5774 -0.4794 -1.5575 0.3934
O 2.4450 0.4719 -2.0300 -0.6547 0.6991 -0.6832
C 2.5273 1.8745 -2.0514 1.3173 0.0333 1.2445
O 1.3369 2.5384 -2.5148 0.5072 0.6221 0.3701
C 0.8136 3.3397 -1.6247 -0.9582 -1.2585 -0.3436
N 0.1177 3.8649 -0.8704 0.5580 0.5401 -0.1502
H -0.1252 -1.7439 0.7465 1.2622 -0.0660 -0.5435
H 0.1363 -3.2834 -0.3007 -1.2966 -0.0126 0.1949
H -1.1108 -1.9953 -2.0644 1.2564 -0.0345 -0.6225
H -0.2957 0.3743 0.4117 -0.0456 0.0834 -0.1487
H 1.2608 0.1094 0.0596 -0.0770 -0.0730 -0.1717
H -1.6878 -0.0730 -2.8566 0.3084 0.2913 -0.0202
H -0.8825 1.4800 -2.9515 -0.0448 0.0120 0.4123
H -2.2551 0.5298 -0.3264 0.1477 0.0266 -0.3721
H -1.9528 2.1858 -0.8319 -0.1835 -0.2096 -0.1857
H -4.8721 -2.0089 -2.5450 0.2317 0.3534 0.2109
H -5.1555 -1.0571 -1.0985 0.1154 0.4391 -0.2325
H -6.6615 -1.3557 -3.6901 -0.0833 0.3407 0.1214
H -6.6421 0.3261 -3.1151 -0.0775 -0.2719 0.2107
H -7.3565 -0.9978 -2.1072 0.2045 0.1973 -0.0946
H -6.8922 1.1436 -0.7213 0.3921 0.0543 -0.3099
H -6.2827 2.4155 -1.8156 0.4745 -0.1005 0.1794
H -5.4696 3.2553 0.7284 -0.3253 0.1127 -0.1380
H -6.9328 3.8801 -0.0420 -0.0577 -0.2869 0.1457
H -6.9936 2.5039 1.1441 -0.0638 0.1815 -0.3479
H 1.4584 -1.1400 -2.7361 0.2651 0.4044 0.0432
H 0.9751 0.3201 -3.5675 0.1582 0.3237 0.3894
H 3.4022 2.1816 -2.6467 -0.6409 -0.0736 -0.3752
H 2.7302 2.2118 -1.0210 -0.2639 -0.1241 -0.2735
C -2.3445 5.7807 0.3355 -0.1084 -0.0208 -0.1885
N -3.3486 5.3302 1.3420 0.0688 -0.0171 -0.1753
O -4.5294 5.4025 1.0430 0.1769 -0.0176 0.1560
O -2.9205 4.9158 2.3957 -0.0959 -0.0037 0.0296
H -2.8692 6.1199 -0.5514 -0.0526 -0.0460 0.0433
H -1.7732 6.5895 0.7843 0.0719 -0.1093 0.0624
H -1.7035 4.9323 0.1063 0.0644 0.1034 0.1033
C 5.0827 -1.5143 -0.7833 -0.0035 0.3132 -0.1168
N 4.5104 -2.8559 -0.5097 -0.0671 0.2762 -0.1028
O 3.3577 -3.0210 -0.8420 -0.0831 -0.3539 0.1085
O 5.2283 -3.6813 0.0190 -0.1021 -0.0031 -0.0220
H 4.3033 -0.9152 -1.2438 0.0158 -0.0278 0.0028
H 5.3994 -1.0819 0.1621 0.1083 -0.1229 -0.0061
H 5.9281 -1.6460 -1.4535 0.0580 -0.0338 0.1167
C 1.2460 -2.5716 4.0131 0.0592 -0.1680 0.1110
N 0.0862 -2.1018 3.2091 0.0055 -0.0543 0.1666
O -0.8580 -2.8493 3.0903 -0.0151 0.0811 -0.0856
O 0.1695 -0.9898 2.7206 0.0182 0.0159 0.1433
H 1.0309 -3.5691 4.3796 -0.0661 0.0307 -0.0544
H 2.1149 -2.5753 3.3606 -0.0119 0.1052 0.0225
H 1.3770 -1.8738 4.8354 0.0508 0.0627 -0.0934
C 7.2887 -6.2040 -0.1172 -0.1520 -0.2092 -0.0480
N 8.5421 -6.1785 0.6837 -0.0981 -0.0553 -0.0833
O 8.9967 -7.2434 1.0544 0.0563 0.0572 0.0912
O 9.0254 -5.0911 0.9139 0.0335 -0.0499 0.0411
H 6.9778 -7.2353 -0.2416 0.0977 -0.0005 0.0557
H 6.5405 -5.6359 0.4264 0.0658 0.1015 -0.0703
H 7.5059 -5.7448 -1.0774 -0.0168 0.1188 0.0801
C 8.6249 -7.8555 4.5809 0.1140 0.0720 -0.2555
N 7.1883 -7.9199 4.9645 0.0555 0.0123 -0.0684
O 6.3649 -7.6908 4.1014 -0.0313 0.0023 0.0744
O 6.9398 -8.1973 6.1186 -0.0446 0.0111 -0.0369
H 8.6925 -7.5997 3.5289 -0.0509 -0.0207 0.0165
H 9.0934 -7.0933 5.1971 -0.0099 -0.0984 0.0875
H 9.0590 -8.8331 4.7706 -0.0114 0.0453 0.1207
C -4.9099 8.3558 0.4668 -0.2630 0.1770 0.1135
N -4.3146 9.6687 0.0959 -0.1079 -0.0032 0.0456
O -4.6638 10.6456 0.7244 0.0671 0.0229 -0.0671
O -3.5135 9.6658 -0.8168 0.0066 0.0172 0.0422
H -5.5992 8.5069 1.2901 0.0443 0.0600 -0.0169
H -5.4273 7.9706 -0.4069 0.1479 -0.0687 -0.0239
H -4.1002 7.7045 0.7577 0.0296 0.0090 -0.1065
```
Forces are in eV/Å.